(1)
79
Properties=species:S:1:pos:R:3 method="wB97M-V/def2-TZVPD" total_energy_ev=-69947.56903 lumo_energy_ev=-2.65 total_charge=+1 homo_lumo_gap_ha=0.2935 homo_energy_ha=-0.391 multiplicity=1
Zr 0.778 1.054 -0.423
C 1.492 5.419 0.762
C 1.086 4.111 1.378
C 2.054 3.171 1.751
C 1.699 2.027 2.453
C 0.357 1.773 2.740
C -0.608 2.679 2.337
C -0.245 3.839 1.662
H 1.709 6.148 1.546
H 0.693 5.824 0.144
H 2.398 5.317 0.162
H 3.101 3.378 1.559
H 2.463 1.343 2.792
H 0.083 0.888 3.296
H -1.651 2.481 2.546
H -1.004 4.543 1.343
Cl -6.992 1.410 -1.317
C -5.278 1.364 -1.065
C -4.669 2.325 -0.266
C -3.305 2.295 -0.063
C -2.503 1.302 -0.639
O -1.195 1.334 -0.424
C -3.132 0.337 -1.451
C -2.408 -0.754 -2.107
O -1.234 -1.017 -1.967
C -4.514 0.386 -1.657
H -5.271 3.102 0.186
H -2.829 3.063 0.531
H -3.045 -1.396 -2.749
H -4.983 -0.360 -2.288
O 1.507 -0.115 -1.497
C 1.413 5.631 -3.044
N 2.226 4.514 -2.567
C 3.540 4.380 -2.879
C 4.265 3.290 -2.541
C 3.585 2.245 -1.849
N 2.339 2.467 -1.412
C 1.602 3.522 -1.834
O 0.403 3.548 -1.562
N 4.106 1.048 -1.600
H 2.055 6.322 -3.583
H 0.952 6.140 -2.201
H 0.629 5.263 -3.702
H 3.972 5.195 -3.444
H 5.297 3.198 -2.842
H 4.997 0.804 -1.999
H 3.409 0.309 -1.443
C 0.175 -4.915 -3.206
C -0.325 -3.748 -2.364
C -0.893 -4.218 -1.029
C -1.439 -3.095 -0.155
N -0.371 -2.183 0.255
C 0.214 -1.935 1.421
S 1.662 -0.980 1.409
N -0.208 -2.360 2.612
C -1.307 -3.243 3.010
C -1.042 -4.732 2.788
C -0.124 -5.384 3.821
C 1.315 -4.877 3.820
H 0.580 -4.569 -4.157
H -0.631 -5.618 -3.422
H 0.965 -5.462 -2.688
H -1.096 -3.197 -2.911
H 0.496 -3.043 -2.204
H -0.121 -4.762 -0.475
H -1.707 -4.927 -1.210
H -1.946 -3.497 0.713
H -2.171 -2.509 -0.712
H 0.122 -1.755 -0.524
H 0.419 -2.073 3.346
H -2.219 -2.916 2.513
H -1.462 -3.053 4.073
H -0.626 -4.881 1.789
H -2.009 -5.242 2.802
H -0.119 -6.459 3.626
H -0.559 -5.262 4.817
H 1.738 -4.881 2.813
H 1.944 -5.508 4.447
H 1.401 -3.862 4.211

(2)
16
Properties=species:S:1:pos:R:3 method="wB97M-V/def2-TZVPD" total_energy_ev=-9208.39615 lumo_energy_ev=-3.18 total_charge=+1 homo_lumo_gap_ha=0.3734 homo_energy_ha=-0.490 multiplicity=1
N 1.550 0.498 0.447
C 1.032 1.431 -0.495
C -0.216 1.096 -0.934
N -0.702 -0.023 -0.281
N -1.171 -1.119 -0.995
C -0.443 -0.080 1.019
N -0.637 -1.237 1.578
H 2.039 -0.104 -0.212
H 2.313 0.912 0.964
H 1.396 2.280 -1.064
H -0.794 1.488 -1.682
H -0.460 -1.697 -1.595
H -1.993 -0.863 -1.563
H -0.258 0.865 1.441
H -0.603 -1.590 2.512
H -1.056 -1.853 0.860

(3)
11
Properties=species:S:1:pos:R:3 method="wB97M-V/def2-TZVPD" total_energy_ev=-4697.48995 lumo_energy_ev=-3.90 total_charge=+1 homo_lumo_gap_ha=0.4241 homo_energy_ha=-0.567 multiplicity=1
N -1.940 -0.455 0.079
H -2.760 0.085 0.371
H -1.850 -0.570 -0.918
H -1.066 -0.018 0.465
H -2.016 -1.390 0.487
C 1.666 0.363 -0.519
O 0.584 0.147 0.406
H 2.325 1.140 -0.138
H 2.231 -0.554 -0.686
H 1.324 0.704 -1.495
H 0.931 0.402 1.281

(4)
20
Properties=species:S:1:pos:R:3 method="wB97M-V/def2-TZVPD" total_energy_ev=-12985.80824 lumo_energy_ev=3.60 total_charge=-1 homo_lumo_gap_ha=0.2821 homo_energy_ha=-0.150 multiplicity=1
C -1.904 -0.298 0.947
O -2.593 -0.362 -0.298
C -0.390 -0.387 0.755
C 0.272 1.016 0.675
O 1.593 1.047 0.836
N 0.181 -1.078 1.959
H -2.197 -1.117 1.590
H -2.364 0.586 1.375
H -0.068 -1.013 -0.134
H -0.052 1.265 -0.401
H -0.233 1.696 1.414
H 2.107 0.665 -0.454
H 1.197 -1.140 1.914
H 0.047 -0.408 2.802
H -2.733 0.464 -0.758
H -0.622 -0.034 -2.164
O 0.067 -0.204 -2.817
H 0.914 -0.073 -2.342
H 2.354 -0.730 -1.211
O 2.477 0.197 -1.431

(5)
74
Properties=species:S:1:pos:R:3 method="wB97M-V/def2-TZVPD" total_energy_ev=-121391.65832 lumo_energy_ev="-7.21 / -6.52" total_charge=+2 homo_lumo_gap_ha="0.2205 / 0.2580" homo_energy_ha="-0.485 / -0.498" multiplicity=2
Re -1.128 -0.056 -1.073
N 0.849 -0.881 -1.610
C 0.802 -1.851 -2.726
C -0.399 -2.726 -2.482
N -1.611 -1.855 -2.407
C -2.002 -1.445 -3.798
C -2.233 0.046 -3.936
N -1.197 0.747 -3.142
C -2.724 -2.575 -1.725
C -3.808 -1.579 -1.395
N -3.190 -0.542 -0.532
H 0.990 -1.445 -0.762
H 1.641 -0.247 -1.676
H 0.733 -1.313 -3.673
H 1.711 -2.452 -2.764
H -0.516 -3.473 -3.271
H -0.294 -3.242 -1.533
H -1.206 -1.743 -4.478
H -2.891 -1.999 -4.103
H -2.192 0.331 -4.988
H -3.205 0.350 -3.548
H -0.285 0.635 -3.581
H -1.370 1.746 -3.186
H -3.123 -3.378 -2.350
H -2.316 -3.022 -0.817
H -4.193 -1.096 -2.292
H -4.648 -2.067 -0.901
H -3.825 0.241 -0.393
H -3.040 -0.954 0.393
C 4.494 -0.924 5.125
C 3.297 -1.124 4.245
C 3.384 -0.936 2.864
C 2.287 -1.137 2.049
C 1.078 -1.521 2.614
C 0.968 -1.727 3.984
C 2.075 -1.519 4.787
S -0.287 -1.871 1.579
O -1.335 -2.464 2.357
O 0.200 -2.598 0.421
N -0.853 -0.451 0.929
C -1.371 0.524 1.811
C -1.498 0.445 3.179
C -2.021 1.522 3.924
C -2.423 2.678 3.324
C -2.324 2.797 1.920
C -2.729 3.945 1.215
C -2.628 3.975 -0.152
C -2.118 2.863 -0.816
N -1.705 1.766 -0.195
C -1.800 1.718 1.176
H 5.420 -0.979 4.557
H 4.528 -1.674 5.914
H 4.453 0.055 5.606
H 4.331 -0.648 2.427
H 2.376 -1.001 0.981
H 0.044 -2.095 4.408
H 1.994 -1.684 5.854
H -1.222 -0.452 3.705
H -2.108 1.412 4.996
H -2.827 3.500 3.899
H -3.123 4.793 1.760
H -2.931 4.839 -0.725
H -2.038 2.889 -1.892
Se 1.144 1.821 -0.177
C 2.768 1.858 -1.172
C 3.098 2.975 -1.935
C 4.306 2.973 -2.619
N 5.167 1.958 -2.592
C 4.851 0.896 -1.861
C 3.670 0.795 -1.134
H 2.436 3.828 -1.986
H 4.594 3.828 -3.219
H 5.574 0.089 -1.849
H 3.471 -0.085 -0.536